48
Properties=species:S:1:pos:R:3:forces:R:3 method="wB97M-V/def2-TZVPD" total_energy_ha=-871.106293 lumo_energy_ev=-0.860 homo_lumo_gap_ev=7.9 charge=0
Cs -0.20212 0.37561 -3.94035 0.200 0.112 0.365
O 0.22065 -0.48347 -1.01628 -0.976 0.338 -0.853
H -0.50145 -0.82375 -1.57959 0.816 0.119 0.492
C 0.85946 1.18384 3.26735 0.514 -0.556 -0.622
C 1.02764 -0.23116 2.60204 -0.736 0.899 1.126
O -0.16415 -0.62634 1.94262 -0.079 0.191 0.365
H 1.58774 1.39511 4.05034 0.386 -0.317 -0.080
H -0.09545 1.25154 3.78856 -0.224 -0.011 -0.425
H 0.99581 1.96496 2.51945 -0.420 0.179 0.014
H 1.16243 -0.89448 3.45640 0.310 -0.450 -0.289
H 1.84644 -0.30174 1.88600 0.270 0.112 0.382
H 0.00251 -0.55358 1.00001 -0.009 -0.182 -0.474
C -4.18746 -3.18314 -0.54922 -0.369 0.273 -0.310
C -3.16168 -2.04971 -0.43251 -1.519 -1.147 1.223
O -2.01248 -2.38205 -1.13930 0.516 0.003 -0.846
H -4.38425 -3.32746 -1.61156 -0.036 -0.372 -0.043
H -5.14147 -2.91574 -0.09483 -0.044 0.441 -0.010
H -3.95522 -4.12926 -0.06033 0.648 0.063 -0.234
H -2.92350 -1.97425 0.62846 0.073 0.482 0.137
H -3.64802 -1.13974 -0.78400 0.232 0.274 -0.017
H -1.30735 -1.85428 -0.75740 0.405 -0.283 0.345
C 2.57961 3.59821 -2.41881 -0.212 0.633 -0.663
C 1.60298 2.81584 -1.54009 0.940 -0.445 -0.746
O 1.92965 1.45743 -1.75039 0.885 0.027 -0.481
H 2.29094 3.53337 -3.46789 -0.314 -0.075 -0.149
H 3.61120 3.24786 -2.45289 -0.105 -0.375 0.723
H 2.62736 4.66776 -2.21420 -0.194 0.016 0.276
H 0.57494 2.89803 -1.89289 -0.270 0.891 0.301
H 1.70391 3.09117 -0.49028 -0.190 0.067 0.075
H 1.30111 0.88451 -1.30509 -0.672 -0.802 0.442
C 3.87312 -3.08924 0.12680 -0.073 1.250 -0.804
C 3.02381 -1.88027 -0.32893 0.796 -1.666 0.424
O 1.74019 -2.20197 0.07435 -0.047 -0.159 0.448
H 3.58985 -3.99026 -0.41730 0.015 0.104 -0.112
H 3.64585 -3.26092 1.17892 0.412 0.101 0.031
H 4.90476 -2.81488 -0.09354 0.306 -0.511 0.437
H 3.03463 -1.72304 -1.40747 0.342 -0.131 -0.368
H 3.37769 -0.94744 0.11003 0.228 0.189 0.310
H 1.24129 -1.52822 -0.39336 -1.571 0.262 -0.225
C -3.16857 2.54816 0.78411 -0.174 -1.302 -0.034
C -2.23737 1.30921 0.74488 -0.725 1.812 0.983
O -1.90344 1.03929 -0.60414 -0.676 0.313 0.653
H -3.66801 2.63178 1.74933 0.481 0.295 0.300
H -4.02003 2.40767 0.11825 0.181 0.087 -0.467
H -2.58865 3.43030 0.51278 -0.285 0.086 0.090
H -2.59487 0.47786 1.35246 -0.720 -0.502 -0.698
H -1.39390 1.57230 1.38318 0.684 0.195 -0.537
H -1.09615 0.52457 -0.53367 0.999 -0.525 -0.455

57
Properties=species:S:1:pos:R:3:forces:R:3 method="wB97M-V/def2-TZVPD" spin_multiplicity=2 total_energy_ha=-2392.751806 lumo_energy_ev="-1.392 / -5.705" homo_lumo_gap_ev="8.7 / 4.4" charge=0
In -0.95038 1.72466 -2.76770 -0.183 -0.849 0.460
O -0.18058 0.62021 -0.33001 -0.390 0.049 -0.541
H -0.82270 -0.06637 -0.06389 -0.256 -0.176 -0.091
N -2.81472 -0.26306 -3.46579 0.231 -3.892 1.223
S -3.98241 -0.49552 -4.46828 -5.502 4.588 -6.861
O -5.34637 -0.11669 -4.07405 2.743 -1.099 0.102
O -3.86856 -1.48833 -5.54229 0.362 0.740 2.687
F -3.55262 0.85702 -5.29704 -0.030 0.024 0.040
S -2.98215 -1.88077 -2.94579 0.675 -2.265 4.160
O -2.27819 -2.96980 -3.58561 -0.418 2.114 0.538
O -4.31187 -2.18616 -2.39286 2.650 0.925 -1.326
F -2.08224 -1.51802 -1.62182 -0.086 -0.520 -0.154
C 1.60102 -2.73098 -3.72892 -0.530 0.324 -1.126
C 1.33751 -2.15600 -2.36807 0.094 -0.298 -0.069
O 0.73217 -0.87200 -2.51382 0.240 0.862 -0.329
H 0.62541 -2.78637 -4.21185 -0.023 -0.548 -0.164
H 2.14744 -3.67107 -3.80476 -0.376 -0.163 0.572
H 2.15980 -2.07401 -4.39545 0.222 0.478 0.385
H 2.26558 -2.07972 -1.80154 -0.053 0.037 0.310
H 0.56816 -2.71746 -1.83800 0.431 -0.693 0.143
H 0.58593 -0.57152 -1.61386 -0.011 0.154 0.031
C 3.78012 -0.97612 2.27404 0.647 1.303 0.409
C 2.92913 0.14026 1.61065 1.131 -0.595 0.968
O 1.89000 -0.54984 0.99144 -0.863 -0.368 -0.852
H 3.65716 -1.95673 1.81427 -0.014 0.262 -0.076
H 3.62528 -1.03297 3.35148 -0.569 -0.238 -0.077
H 4.82093 -0.65457 2.23641 0.220 -0.284 -0.342
H 3.50116 0.72996 0.89431 0.128 -0.191 -0.233
H 2.57447 0.84689 2.36098 -0.231 -0.040 0.074
H 1.38457 -0.00463 0.38407 0.138 0.319 -0.176
C 1.14270 -4.20860 1.85129 0.278 -0.172 -0.217
C -0.02534 -3.28686 1.58943 0.548 0.193 0.764
O 0.17595 -2.07900 2.30735 -1.009 -0.013 0.573
H 1.11376 -5.08279 1.20086 0.061 -0.082 -0.006
H 1.12286 -4.53971 2.88959 -0.013 -0.011 -0.007
H 2.08103 -3.67467 1.70103 0.070 -0.081 -0.146
H -0.89422 -3.78347 2.02131 -0.397 0.320 -0.481
H -0.13580 -3.01787 0.53894 -0.288 -0.517 -0.234
H 0.81060 -1.54850 1.82012 0.440 0.167 -0.023
C -1.21336 2.56603 3.82216 0.234 0.893 -0.205
C -0.88366 1.48648 2.79963 -0.374 0.634 0.600
O 0.18448 1.93770 1.93192 -0.711 0.039 0.983
H -1.80040 3.34542 3.33633 -0.399 -0.062 0.049
H -0.36045 3.14457 4.17704 0.457 -0.498 0.061
H -1.74102 2.20271 4.70402 -0.087 -0.163 -0.226
H -1.80120 1.36914 2.22304 0.001 -0.308 -0.308
H -0.70003 0.54162 3.31113 0.564 -0.111 -0.304
H 0.06170 1.43927 1.12070 0.198 -0.055 -0.365
C 0.07809 5.35142 0.90553 1.368 0.378 -0.874
C -0.97229 4.91759 -0.09995 -1.199 1.858 1.439
O -0.80991 3.58122 -0.44202 0.191 -0.764 -1.142
H 0.05484 6.41127 1.15905 -0.719 -0.137 0.517
H 1.06596 5.32332 0.44572 0.164 -0.320 -0.461
H 0.21352 4.66734 1.74327 -0.620 0.248 0.284
H -1.11096 5.62971 -0.91344 0.875 -0.510 -0.682
H -1.95989 5.03016 0.34734 -0.267 -0.112 0.511
H -0.71023 3.17613 0.42260 0.257 -0.771 0.213

76
Properties=species:S:1:pos:R:3:forces:R:3 method="wB97M-V/def2-TZVPD" total_energy_ha=-5135.960879 relative_energy_ev=16.1489 lumo_energy_ev=-6.035 homo_lumo_gap_ev=3.1 charge=0
Sr 0.21392 -1.03497 0.14248 0.060 -0.507 0.111
N -1.12650 -3.33375 4.43450 -4.700 0.701 0.701
S -0.48892 -4.30450 5.43542 6.461 -5.890 0.401
O -0.75764 -5.75095 5.18104 0.276 3.449 1.254
O -0.19710 -3.83314 6.76860 -0.661 -0.501 -1.162
F 0.98578 -4.21769 4.69076 -0.175 0.392 0.338
S -2.67785 -3.57198 5.20057 -2.412 3.880 1.372
O -2.81651 -2.81552 6.46973 0.527 -1.880 -2.952
O -3.24478 -4.87260 5.08805 0.116 0.602 -0.228
F -3.56011 -2.64911 4.20498 0.696 -0.406 -0.186
N 2.29206 -4.40550 -3.21854 2.139 3.799 -3.235
S 3.26838 -4.36602 -4.65337 3.836 5.215 -2.735
O 2.57025 -4.16258 -5.91308 0.279 -1.492 1.897
O 4.64174 -4.91814 -4.64710 -3.713 -0.215 0.443
F 3.70639 -2.81359 -4.43464 -0.407 0.158 0.817
S 2.12737 -5.87120 -3.38271 -4.063 -10.753 2.463
O 3.12747 -6.66550 -2.71143 1.156 0.366 -1.865
O 1.37025 -6.45587 -4.53045 2.545 2.059 1.660
F 1.05885 -6.15851 -2.24484 -1.958 1.243 0.834
C -0.63234 2.48572 -5.46661 -0.967 -0.094 -0.143
O -1.14742 2.48801 -4.15441 0.364 0.145 1.652
H -0.46389 3.49136 -5.85183 0.163 0.002 -0.017
H 0.29644 1.91533 -5.45435 -0.199 0.009 -0.201
H -1.44049 2.00613 -6.01887 0.631 -0.164 -0.949
H -1.83567 3.14791 -4.04281 0.042 0.026 -0.252
C 7.80497 0.66629 3.28217 -0.099 -0.418 0.638
O 8.20707 0.88672 1.94377 -1.008 -0.348 -1.764
P 7.39159 0.20277 0.68118 -0.816 -0.099 0.051
O 5.86355 0.11833 0.73958 3.251 0.679 0.163
O 8.06835 -1.24674 0.52138 -0.688 2.112 -1.307
C 7.91106 -2.26557 1.48003 0.256 -0.984 -0.507
O 8.07538 1.02497 -0.53091 -0.711 -1.614 1.844
C 7.42848 2.01030 -1.31409 0.244 -0.061 -1.109
H 8.66199 0.38278 3.89310 0.202 -0.122 -0.288
H 7.08799 -0.15386 3.31942 -0.208 0.279 0.324
H 7.42153 1.57818 3.73991 -0.322 -0.016 -0.297
H 7.12292 -2.02140 2.19230 0.716 -0.011 0.604
H 8.95282 -2.48581 1.71311 -0.332 0.062 1.465
H 7.58561 -3.20045 1.02378 -0.306 0.196 -0.539
H 7.60943 1.71929 -2.34882 -0.013 0.028 -0.083
H 7.96202 2.94940 -1.16736 -0.470 0.124 0.266
H 6.34443 2.04617 -1.20616 0.134 0.167 0.524
C -7.75521 0.16601 -2.96768 1.159 1.159 -2.087
O -7.94698 -1.04560 -2.38907 -1.169 -4.207 2.346
P -6.96119 -2.30375 -2.55085 0.695 -0.606 -1.060
O -5.55644 -2.04796 -2.15347 -1.191 -0.039 -0.674
O -7.13448 -2.66959 -4.17500 2.594 1.550 3.410
C -8.29922 -3.22269 -4.60777 -1.739 -1.303 -1.184
O -7.61413 -3.56801 -1.76680 -0.631 3.390 -0.755
C -7.22019 -4.88186 -2.05147 0.384 -0.900 -0.231
H -8.63975 0.54250 -3.48145 -0.429 -0.025 0.653
H -7.10455 -0.06813 -3.81025 0.701 1.070 -0.109
H -7.34803 0.86727 -2.23930 0.041 0.143 -0.331
H -8.14782 -4.29184 -4.75650 -0.069 -0.170 -0.206
H -8.51797 -2.76904 -5.57444 -0.365 -0.087 0.043
H -9.14672 -3.14341 -3.92694 -0.055 0.402 0.050
H -8.08609 -5.44549 -2.39882 -0.078 -0.060 0.332
H -6.81482 -5.26460 -1.11485 0.002 -0.378 -0.301
H -6.48940 -4.94158 -2.85799 0.272 0.101 0.153
C 0.41794 5.07071 5.09328 -0.316 -1.390 0.520
O 0.25561 6.17669 4.18835 0.631 0.535 -0.187
P -0.38484 6.02277 2.72967 -0.775 -3.858 -1.168
O -0.05393 4.63105 2.09777 -0.708 4.424 1.408
O -1.99199 6.02385 3.11082 1.664 0.829 -1.406
C -2.65126 7.14454 3.74008 0.192 -0.049 0.364
O -0.03088 7.38786 1.82894 -0.435 -2.442 2.294
C 1.15197 7.39520 1.01896 0.651 0.380 -1.264
H 1.00092 4.23355 4.70936 0.194 0.425 -0.630
H -0.50905 4.59359 5.41131 -0.586 0.404 -0.550
H 0.86075 5.30378 6.06162 0.303 1.107 -0.462
H -3.08186 6.76011 4.66469 0.222 0.162 0.109
H -3.48367 7.54688 3.16275 0.235 -0.310 -0.474
H -1.94526 7.95350 3.92786 -0.076 -0.040 0.196
H 0.85026 7.32797 -0.02630 -0.216 -0.100 0.046
H 1.91860 6.63171 1.15108 -0.543 -0.417 0.672
H 1.69080 8.33932 1.09893 -0.420 0.181 0.482

We obtain maximum force values of 2.3 9.9 11.8 eV/Å for the records listed above, in that order.